Formula: C48H42IN5P2S2Tb
Source: OMol25
Level of theory: wB97M-V/def2-TZVPD

Output
LUMO (alpha / beta) = -2.4 / -2.4 eV
charge = +1
multiplicity = 7
⟨S²⟩ = 12.681
DFT total energy = -4729.23050 Ha
gap between HOMO and LUMO (alpha / beta) = 6.441 / 6.487 eV

Last column: Mulliken charge in e.
Cartesian coordinates (Å):
Tb -14.0099 -15.7314 -4.0737  -0.4624
C -15.3738 -14.0114 -7.0557  -0.8412
N -14.2145 -14.7143 -6.5990  1.4449
C -14.2345 -16.1329 -7.2044  -1.8573
C -15.3510 -16.9580 -6.6802  1.2295
C -15.8426 -18.0871 -7.3708  -0.9512
C -17.0746 -18.6234 -6.9960  -0.5813
C -17.6613 -18.1544 -5.8230  -1.2527
C -16.9952 -17.2563 -5.0207  -0.4336
N -15.8779 -16.6204 -5.4697  1.7187
C -12.8967 -14.0874 -6.9555  -1.6496
C -12.2424 -13.4168 -5.7774  0.8040
C -11.2912 -12.4333 -6.0057  -0.9659
C -10.6562 -11.8030 -4.9659  -0.6968
C -11.0337 -12.1810 -3.6588  -0.8373
C -11.9349 -13.1868 -3.4832  -0.3333
N -12.5066 -13.8598 -4.5141  1.0374
C -15.4521 -12.5233 -6.9117  0.1252
C -16.1079 -11.8039 -7.9542  -1.0142
C -16.4455 -10.4582 -7.6977  -0.4596
C -16.0044 -9.8418 -6.5258  -0.7256
C -15.2227 -10.5956 -5.6472  -0.3374
N -14.9911 -11.9022 -5.8317  0.1773
H -16.2163 -14.5559 -6.6598  0.4562
H -15.4770 -14.0715 -8.1548  0.3647
H -13.3078 -16.6185 -6.9216  0.1922
H -14.2672 -16.1143 -8.3053  0.7364
H -15.3082 -18.5017 -8.2341  0.5186
H -17.6004 -19.2590 -7.7466  0.4624
H -18.5987 -18.5647 -5.4718  0.4637
H -17.3883 -16.9657 -3.9949  0.3790
H -13.0094 -13.3206 -7.7739  0.3657
H -12.2559 -14.8597 -7.3771  0.7253
H -11.1347 -12.1653 -7.0474  0.5098
H -9.8883 -11.0351 -5.1394  0.4295
H -10.7527 -11.6847 -2.7095  0.4462
H -12.1906 -13.5212 -2.4594  0.3778
H -16.3013 -12.2079 -8.9210  0.4988
H -17.0385 -9.9164 -8.4433  0.4179
H -16.2773 -8.8165 -6.2544  0.4001
H -14.8691 -10.1496 -4.7029  0.3913
S -11.5331 -16.7443 -5.0925  -0.7918
P -12.0562 -18.4753 -4.0748  2.0676
C -13.5420 -18.1076 -3.2599  -1.7088
P -14.1032 -17.9110 -1.6490  1.2320
S -13.7099 -15.8356 -1.3258  -0.6788
C -15.9221 -18.0250 -1.5694  0.9534
C -16.6101 -17.3762 -0.5113  -0.7133
C -17.9666 -17.6361 -0.2873  -0.9653
C -18.6067 -18.5733 -1.0515  -0.5102
C -17.9345 -19.2477 -2.0698  -0.6125
C -16.6206 -18.9234 -2.3902  -0.1782
C -13.5219 -18.7696 -0.2225  0.6601
C -14.3687 -19.6638 0.4419  -0.4248
C -13.9457 -20.2667 1.6304  -0.7701
C -12.6951 -19.9532 2.1450  -0.3742
C -11.8556 -19.0313 1.4993  -0.9060
C -12.2338 -18.5095 0.2581  -0.2057
C -12.2092 -19.6294 -5.4725  -0.0896
C -11.1263 -20.0441 -6.2346  -0.5241
C -11.4021 -20.8819 -7.3403  -0.6898
C -12.7156 -21.1885 -7.7548  -0.6304
C -13.7858 -20.7519 -6.9776  -0.6427
C -13.4837 -19.9635 -5.8537  0.1859
C -10.6707 -19.1776 -3.2311  0.9391
C -9.5542 -18.4133 -2.8558  -0.4380
C -8.4361 -19.0619 -2.3332  -0.7033
C -8.4328 -20.4577 -2.2955  -0.4263
C -9.5395 -21.2082 -2.6765  -0.6991
C -10.6998 -20.5787 -3.1241  -0.6552
H -16.0791 -16.6208 0.0718  0.4483
H -18.5182 -17.1696 0.5236  0.4053
H -19.6149 -18.8585 -0.8473  0.4477
H -18.4488 -20.1020 -2.4850  0.4812
H -16.1382 -19.3437 -3.2891  0.1891
H -15.2997 -19.9108 0.0167  0.4935
H -14.6673 -20.8585 2.1858  0.3853
H -12.2947 -20.3605 3.0950  0.3440
H -10.8694 -18.7927 1.9187  0.3786
H -11.5938 -17.8509 -0.3128  0.4434
H -10.1231 -19.7039 -6.0452  0.5123
H -10.5406 -21.2036 -7.9356  0.3740
H -12.9672 -21.7588 -8.6317  0.4356
H -14.8195 -21.1227 -7.1436  0.4297
H -14.3256 -19.5122 -5.2837  -0.0243
H -9.6173 -17.3340 -2.8791  0.5134
H -7.6017 -18.4491 -1.9834  0.4075
H -7.5327 -21.0258 -1.9675  0.3330
H -9.4963 -22.3005 -2.6551  0.3988
H -11.5788 -21.1349 -3.3977  0.4950
I -16.1636 -10.3103 -0.7212  0.1142
C -16.5856 -11.8696 -2.0522  -0.7331
C -17.8443 -12.0029 -2.7149  -0.2608
C -18.0336 -13.1153 -3.5532  -1.2782
C -17.0015 -14.0020 -3.6540  0.2278
N -15.7944 -13.8839 -3.0686  0.9055
C -15.6167 -12.8526 -2.2434  -0.4388
H -18.6730 -11.3763 -2.5210  0.5205
H -19.0178 -13.2263 -4.0322  0.4921
H -17.1108 -14.9310 -4.2629  0.1393
H -14.7027 -12.9290 -1.6748  0.4467



Formula: C4H6N2O
Source: OMol25
Level of theory: wB97M-V/def2-TZVPD

Output
LUMO = 0.3 eV
charge = 0
DFT total energy = -340.72480 Ha
gap between HOMO and LUMO = 10.519 eV

Last column: Mulliken charge in e.
Cartesian coordinates (Å):
C -1.6390 0.6731 -0.3287  -1.1668
C -0.6524 -0.4547 -0.1238  0.3232
O 0.1676 -0.7127 -1.3017  -0.3960
C 1.3484 -0.4932 -0.6324  0.4606
N 2.5068 -0.5943 -1.0992  -0.7243
C 0.6319 -0.1590 0.6420  0.4390
N 1.0358 0.2358 1.7646  -0.6791
H -2.3086 0.4312 -1.1593  0.3134
H -2.2460 0.8154 0.5723  0.3407
H -1.1236 1.6106 -0.5581  0.3009
H -1.1455 -1.3821 0.1901  0.2654
H 0.2498 0.3995 2.3969  0.2642
H 3.1748 -0.3698 -0.3626  0.2588



Formula: C8H12N2O2S2
Source: OMol25
Level of theory: wB97M-V/def2-TZVPD

Output
LUMO = -1.2 eV
charge = 0
DFT total energy = -1368.29021 Ha
gap between HOMO and LUMO = 8.059 eV

Last column: Mulliken charge in e.
Cartesian coordinates (Å):
C 0.5517 -3.3007 -0.9982  -0.7148
C -0.5153 -4.1084 -0.9066  -0.0655
C -0.2793 -2.5056 0.8656  -0.1126
C 0.4517 2.4166 -1.1002  -0.7667
C 0.0820 0.9016 -0.9075  -0.4668
C 0.1161 2.5365 0.3455  -1.1829
C 0.3155 1.0857 0.6749  0.6778
C 1.7825 0.8102 1.0876  -0.2038
N 0.7080 -2.4669 0.0433  -0.2736
N 2.7615 1.5542 0.8973  -0.7667
O -3.7173 1.2278 -0.2901  -0.3882
O -2.6306 0.2758 1.6338  -0.3759
S -1.4708 -3.7487 0.4816  -0.0908
S -3.1730 0.0810 0.3346  0.7650
H 1.3469 -3.5549 -1.5458  0.4363
H -0.9467 -4.8507 -1.5381  0.4215
H 1.4163 2.6037 -1.2402  0.4157
H -0.1606 3.0206 -1.7684  0.2888
H -0.9915 0.7993 -1.1403  0.1592
H 0.6791 0.1950 -1.4430  0.3367
H 0.6540 3.3635 0.8055  0.4092
H -0.9057 2.7476 0.5049  0.3156
H -0.2518 0.4780 1.4090  0.1843
H 1.9744 -0.0894 1.7270  0.3271
H -0.3805 -1.8308 1.7176  0.4289
H 2.5833 2.3590 0.3502  0.2425



Short version: ΔE to the lowest compared entry with this formula, charge and spin = 0.000; 1.908; 3.021 eV, in the order given.